82
Properties=species:S:1:pos:R:3:forces:R:3 method="wB97M-V/def2-TZVPD" max_force_ev_per_a=2.56 s_squared=3.75 e_lumo_ha="-0.10312 / -0.10303" spin_multiplicity=4 mol_weight_g_mol=816.91 total_charge=+1 e_homo_ev="-9.72 / -9.73"
Er -1.2819 0.5827 0.7393 0.1 -1.4 -0.8
C -2.7583 -1.7915 2.7775 0.1 0.0 0.0
N -1.7326 -1.9628 1.7392 -0.2 0.2 0.0
C -0.5891 -2.6511 2.3468 0.1 0.1 0.0
C -2.2510 -2.7549 0.6163 0.1 0.0 -0.1
C -1.4285 -2.5352 -0.6433 0.0 0.1 0.0
N -1.4160 -1.1192 -0.9598 -0.1 0.3 0.4
C -0.7834 -0.6708 -2.0509 0.0 0.1 -0.5
C -0.9079 0.7075 -2.3727 0.0 -0.3 0.0
F -1.6915 1.4473 -1.5258 -0.1 0.1 -0.1
C -0.3122 1.3288 -3.4368 0.1 0.1 0.0
F -0.5422 2.6255 -3.6428 0.0 0.1 0.0
C 0.5235 0.6310 -4.2946 0.0 0.0 0.0
C 0.6899 -0.7052 -4.0108 0.1 0.0 -0.1
F 1.5137 -1.4388 -4.7857 0.0 -0.1 0.0
C 0.0690 -1.3440 -2.9563 0.0 -0.1 0.2
F 0.3482 -2.6667 -2.7802 0.1 -0.1 0.0
H -3.0787 -2.7575 3.1886 0.0 0.0 0.0
H -3.6316 -1.2844 2.3672 0.0 0.0 0.0
H -2.3422 -1.1931 3.5885 0.0 0.0 0.0
H 0.2053 -2.7933 1.6108 0.0 0.0 0.0
H -0.8903 -3.6363 2.7250 0.0 0.0 0.0
H -0.1899 -2.0647 3.1700 0.0 0.0 0.0
H -3.2813 -2.4555 0.4360 0.0 0.0 0.0
H -2.2561 -3.8250 0.8646 -0.1 0.0 0.1
H -1.8735 -3.1254 -1.4516 0.1 -0.1 0.0
H -0.4190 -2.9391 -0.4765 0.0 -0.1 0.0
H 1.0004 1.1016 -5.1410 0.0 0.0 0.0
O 2.3484 3.4501 0.6407 0.3 0.0 0.0
C 1.7661 4.6036 1.0372 -0.3 0.0 -0.1
C 2.5776 5.7088 1.2651 0.1 0.1 0.0
C 2.0105 6.9220 1.6004 0.0 0.0 0.0
C 0.6275 7.0578 1.7235 0.1 0.0 0.0
C -0.1790 5.9563 1.5441 0.1 -0.1 0.1
C 0.3725 4.7102 1.2150 0.2 0.0 0.0
C -0.4802 3.5250 1.0741 -1.0 0.2 0.3
O -0.0242 2.4657 0.5045 -0.1 0.0 0.0
N -1.7318 3.6324 1.5438 0.7 0.5 0.1
N -2.4539 2.5267 1.3207 -2.3 0.6 0.2
C -3.7614 2.6115 1.5100 2.6 0.2 -0.1
C -4.5713 1.5559 0.9737 -0.5 -1.0 -0.4
C -5.9654 1.6791 0.9231 0.5 0.1 0.2
C -6.6955 0.7602 0.2022 0.1 -0.4 -0.3
C -6.0183 -0.2571 -0.4660 -0.2 0.2 0.1
C -4.6430 -0.3399 -0.3289 0.0 -0.1 0.0
N -3.9199 0.5094 0.3971 -0.2 0.5 0.2
H 1.6155 2.8351 0.4419 -0.1 0.0 0.0
H 3.6490 5.5979 1.1593 0.0 0.0 0.0
H 2.6519 7.7787 1.7647 0.0 0.0 0.0
H 0.1940 8.0198 1.9599 0.0 0.0 0.0
H -1.2510 6.0266 1.6588 0.0 0.0 0.0
H -4.2196 3.5185 1.8883 0.1 0.1 0.0
H -6.4387 2.5114 1.4277 0.0 0.0 0.0
H -7.7720 0.8457 0.1336 0.0 0.0 0.0
H -6.5456 -0.9740 -1.0797 0.0 0.0 0.0
H -4.0881 -1.1174 -0.8379 0.0 0.1 0.0
N 1.1641 -0.0410 0.0460 0.3 -0.2 0.6
C 2.0520 -0.0234 1.2373 -0.1 -0.1 0.0
C 3.1287 -1.1206 1.3034 0.0 0.0 -0.1
C 3.9375 -1.4015 0.0212 0.0 0.1 0.1
C 3.6625 -2.7994 -0.5192 0.0 0.0 0.1
N 4.2921 -2.9920 -1.8273 0.0 0.1 0.0
C 4.2381 -4.1129 -2.5266 0.2 0.0 0.2
N 3.6200 -5.1811 -2.0241 -0.2 0.0 -0.1
N 4.8709 -4.2100 -3.7000 -0.1 0.0 -0.2
C 1.2010 -0.1100 2.5330 0.3 0.1 -0.1
O 1.7272 -0.5447 3.5378 -0.2 0.1 0.1
O -0.0196 0.2874 2.4103 0.1 0.0 0.6
H 1.1176 -0.9868 -0.3167 -0.1 0.0 -0.2
H 1.5392 0.5463 -0.6889 0.0 0.0 -0.1
H 2.5518 0.9456 1.2797 -0.1 0.1 -0.1
H 2.6654 -2.0467 1.6579 0.0 0.0 0.0
H 3.8094 -0.8240 2.0959 0.0 -0.1 0.1
H 5.0028 -1.3455 0.2531 0.0 0.1 -0.1
H 3.7405 -0.6517 -0.7505 -0.1 0.0 0.0
H 2.5870 -2.9867 -0.6020 0.0 0.1 -0.1
H 4.0803 -3.5256 0.1836 -0.1 -0.1 0.0
H 4.8227 -2.2205 -2.1991 0.0 0.0 -0.1
H 3.0569 -5.1008 -1.1949 0.0 0.0 0.0
H 3.4703 -5.9944 -2.5959 0.0 0.0 0.0
H 5.2168 -3.3838 -4.1577 0.0 0.0 0.0
H 4.7180 -5.0070 -4.2941 0.0 0.0 0.0

111
Properties=species:S:1:pos:R:3:forces:R:3 method="wB97M-V/def2-TZVPD" max_force_ev_per_a=0.43 e_lumo_ha=0.05375 mol_weight_g_mol=911.71 total_charge=-1 e_homo_ev=-4.20
C 0.9004 -2.6939 -5.2826 0.0 -0.1 0.1
C 2.3966 -2.8595 -5.0696 0.1 -0.1 -0.2
O 3.1081 -1.6950 -5.4760 -0.1 0.1 0.1
C 2.7101 -3.1991 -3.5914 0.2 0.1 0.0
O 3.9356 -2.7603 -3.1274 -0.1 0.0 -0.1
Ga 3.9570 -1.2271 -2.0283 0.2 0.3 0.2
B 2.7472 -1.5506 -0.2658 0.2 0.4 0.0
N 3.2862 -1.2652 1.1024 -0.3 -0.2 0.0
O 1.4504 -2.0259 -0.3155 -0.1 -0.3 0.0
H 0.3904 -3.6550 -5.1810 0.0 0.0 0.0
H 0.4941 -2.0069 -4.5366 0.0 0.1 -0.1
H 0.6744 -2.3177 -6.2812 0.0 0.0 0.0
H 2.7302 -3.7062 -5.6878 0.1 0.0 0.0
H 2.9822 -1.6072 -6.4260 0.0 0.0 0.1
H 1.8726 -2.8259 -2.9773 0.0 0.0 0.0
H 2.6884 -4.3012 -3.5385 -0.2 0.0 0.1
H 3.5086 0.1181 -2.8335 -0.1 0.0 0.0
H 5.4928 -1.0084 -1.5662 0.0 -0.1 0.0
H 3.0640 -0.3311 1.4365 0.3 0.1 -0.1
H 2.9178 -1.9135 1.7996 -0.1 0.1 0.0
H 1.0608 -2.0482 0.5716 0.0 0.0 0.0
C -4.4974 -2.1422 -4.5844 0.1 -0.1 -0.1
C -5.1615 -2.7945 -5.8060 0.1 0.0 -0.1
C -4.2983 -2.4502 -7.0291 -0.2 -0.1 0.2
S -2.6212 -2.2236 -6.4037 -0.1 0.0 -0.2
O -2.2450 -0.8468 -6.6084 0.1 0.0 0.0
O -1.7919 -3.2895 -6.9044 0.0 0.0 0.0
C -3.0098 -2.4708 -4.6788 -0.1 0.0 0.1
H -4.9181 -2.5009 -3.6484 0.0 0.1 0.0
H -4.6362 -1.0607 -4.6234 0.0 0.0 0.0
H -5.1888 -3.8784 -5.6680 0.0 0.0 0.0
H -6.1860 -2.4567 -5.9433 0.0 0.0 0.1
H -4.2691 -3.2375 -7.7787 0.1 0.0 0.0
H -4.5957 -1.5092 -7.4897 0.1 0.0 0.0
H -2.3653 -1.8241 -4.0876 0.1 0.0 -0.1
H -2.7991 -3.5147 -4.4471 0.0 0.0 0.0
C -10.7068 -2.5217 -9.0427 0.0 0.0 0.0
C -9.3319 -3.0691 -9.4541 0.0 0.0 0.0
C -8.2706 -2.2368 -8.7262 0.0 -0.1 -0.1
S -9.0480 -1.6618 -7.2032 -0.1 -0.2 -0.1
O -9.1590 -0.2280 -7.2528 0.0 0.1 0.0
O -8.4507 -2.3202 -6.0716 0.0 0.1 0.1
C -10.6625 -2.3736 -7.5260 -0.1 0.0 -0.1
H -11.5150 -3.1827 -9.3525 0.0 0.0 0.0
H -10.8741 -1.5466 -9.5048 0.0 0.0 0.0
H -9.2516 -4.1154 -9.1540 0.0 0.0 0.0
H -9.1858 -3.0249 -10.5322 0.0 0.0 0.0
H -7.3853 -2.8072 -8.4551 0.0 0.0 0.0
H -7.9840 -1.3497 -9.2875 0.0 0.0 0.0
H -11.4172 -1.7085 -7.1136 0.0 0.0 0.0
H -10.6943 -3.3404 -7.0245 0.0 0.0 0.0
C 3.4748 2.9243 -1.0335 0.0 0.1 0.0
C 3.8220 4.4115 -0.8755 0.0 0.0 0.0
C 4.1616 4.6451 0.6014 0.0 0.1 -0.1
S 4.8026 3.0693 1.2127 -0.1 0.0 -0.1
O 3.8915 2.5730 2.2235 0.0 0.0 0.0
O 6.2012 3.2052 1.5432 0.0 0.0 0.1
C 4.5653 2.1591 -0.2976 -0.1 -0.2 -0.2
H 3.4314 2.6084 -2.0737 0.0 0.0 0.0
H 2.5033 2.7134 -0.5808 0.0 0.0 0.0
H 4.6891 4.6504 -1.4944 0.0 0.0 0.0
H 3.0035 5.0567 -1.1939 0.0 0.0 0.0
H 4.9277 5.4002 0.7604 0.0 0.0 0.0
H 3.2800 4.8793 1.1953 0.0 -0.1 0.0
H 4.2983 1.1294 -0.0622 0.1 0.0 0.0
H 5.5076 2.1739 -0.8440 0.0 0.0 0.0
C -5.0970 2.4476 -1.2015 0.0 0.0 0.0
C -6.1728 1.9701 -0.2151 0.0 0.0 0.0
C -6.9827 0.8736 -0.9164 0.0 0.1 0.1
S -5.8583 0.1082 -2.1020 0.1 0.2 0.3
O -6.3427 0.3684 -3.4328 -0.1 -0.1 0.0
O -5.5505 -1.2327 -1.6743 -0.1 -0.1 -0.1
C -4.4641 1.1858 -1.7764 0.0 0.1 0.0
H -4.3511 3.0751 -0.7163 0.0 0.0 0.0
H -5.5562 3.0294 -2.0034 0.0 0.0 0.0
H -5.6931 1.5626 0.6766 0.0 0.0 0.0
H -6.8194 2.7865 0.1036 0.0 0.0 0.0
H -7.3351 0.0969 -0.2429 0.0 0.0 0.0
H -7.8157 1.2765 -1.4892 0.0 0.0 -0.1
H -3.9216 1.3351 -2.7073 0.0 0.0 0.0
H -3.8290 0.6815 -1.0487 0.0 0.0 0.0
C 6.2233 1.4638 5.7887 0.0 0.0 0.0
C 5.3949 2.5951 5.1675 0.0 0.0 0.0
C 4.6756 3.3133 6.3147 0.0 0.0 -0.1
S 5.7185 3.1080 7.7653 0.0 0.0 0.0
O 5.0136 2.3170 8.7509 0.0 -0.1 0.0
O 6.2905 4.3696 8.1670 0.0 0.0 0.0
C 6.9551 2.0805 6.9760 0.0 -0.1 -0.1
H 6.9211 1.0372 5.0705 0.0 0.0 0.0
H 5.5658 0.6630 6.1339 0.0 0.0 0.0
H 6.0563 3.2899 4.6473 0.0 0.0 0.0
H 4.6873 2.2226 4.4316 0.0 0.0 0.0
H 4.5494 4.3800 6.1468 0.0 0.0 0.0
H 3.7138 2.8607 6.5489 0.0 0.0 0.1
H 7.3246 1.3651 7.7072 0.0 0.0 0.0
H 7.7601 2.7416 6.6555 0.0 0.0 0.0
C 5.5270 1.4837 12.1079 0.0 0.0 0.0
C 6.8943 1.1433 12.7159 0.0 0.0 0.0
C 6.6413 0.3194 13.9828 0.1 0.0 -0.1
S 5.0780 -0.5411 13.7128 0.0 0.0 0.0
O 4.1117 -0.0550 14.6672 0.0 0.0 0.0
O 5.3096 -1.9580 13.5913 0.0 0.0 0.0
C 4.7332 0.1834 12.1120 0.0 0.1 -0.1
H 5.6121 1.8836 11.0991 0.0 0.0 0.0
H 5.0193 2.2283 12.7248 0.0 0.0 0.0
H 7.4738 0.5548 12.0018 0.0 0.0 0.0
H 7.4684 2.0404 12.9432 0.0 0.0 0.0
H 7.4038 -0.4308 14.1761 0.0 0.0 0.0
H 6.5060 0.9452 14.8628 -0.1 0.0 0.0
H 3.6580 0.3114 12.0159 0.0 0.0 0.0
H 5.0952 -0.5134 11.3563 0.0 0.0 0.0

10
Properties=species:S:1:pos:R:3:forces:R:3 method="wB97M-V/def2-TZVPD" max_force_ev_per_a=1.08 e_lumo_ha=0.01303 mol_weight_g_mol=111.68 total_charge=0 e_homo_ev=-8.42
N 2.6517 -0.7469 -0.3662 0.0 0.3 -0.1
Si -2.7843 0.3626 0.7941 -0.3 -0.5 -0.2
Si 2.8995 -0.7540 -2.0617 0.0 -0.7 0.1
Cl -1.7227 1.8310 1.6631 0.6 0.8 0.5
H 2.5489 0.0741 0.2138 0.0 -0.1 -0.1
H 2.5551 -1.5908 0.1736 0.0 -0.1 0.0
H -2.1800 -0.9113 1.1679 0.1 -0.3 0.0
H -2.7356 0.5549 -0.6482 0.0 0.0 -0.3
H -4.1521 0.4496 1.2903 -0.3 0.0 0.0
H 2.9196 0.7309 -2.2267 0.0 0.5 0.1